[1]
{
  "formula": "C14H47B2CoNO10",
  "method": "the ωB97M-V functional and the def2-TZVPD basis",
  "species": ["Co", "B", "H", "H", "H", "H", "B", "H", "H", "H", "H", "C", "C", "O", "O", "H", "H", "H", "H", "H", "H", "C", "C", "O", "O", "H", "H", "H", "H", "H", "H", "C", "C", "O", "O", "H", "H", "H", "H", "H", "H", "C", "C", "O", "O", "H", "H", "H", "H", "H", "H", "C", "O", "C", "C", "N", "C", "C", "O", "C", "H", "H", "H", "H", "H", "H", "H", "H", "H", "H", "H", "H", "H", "H", "H"],
  "xyz": [[2.149, -0.827, -0.402], [4.162, 0.100, -0.148], [4.315, -0.755, -0.788], [5.041, 0.725, -0.169], [3.311, 0.672, -0.487], [4.014, -0.333, 0.829], [-0.026, -1.023, -0.939], [0.529, -1.687, -0.294], [-0.925, -0.736, -0.416], [0.511, -0.118, -1.176], [-0.362, -1.544, -1.822], [-1.384, 0.005, -4.420], [-0.886, 1.362, -3.815], [-1.001, 1.361, -2.432], [-0.341, -0.987, -4.277], [-1.469, 0.124, -5.500], [-2.347, -0.393, -4.100], [-1.489, 2.144, -4.278], [0.181, 1.552, -3.930], [-0.524, 0.611, -2.068], [-0.362, -1.235, -3.350], [-2.870, -3.399, -1.644], [-2.023, -4.240, -0.640], [-0.663, -4.004, -0.892], [-2.860, -2.071, -1.213], [-3.890, -3.782, -1.677], [-2.273, -3.374, -2.555], [-2.207, -5.292, -0.858], [-2.310, -4.063, 0.397], [-0.485, -3.087, -0.672], [-1.965, -1.735, -1.307], [2.914, -1.486, -3.383], [2.405, -2.745, -2.681], [2.814, -2.696, -1.292], [2.505, -0.319, -2.716], [2.471, -1.443, -4.378], [3.947, -1.472, -3.729], [2.835, -3.628, -3.154], [1.336, -2.856, -2.859], [3.282, -3.526, -1.178], [2.567, 0.427, -3.317], [1.815, 0.695, 2.082], [1.583, -0.782, 2.507], [2.070, -1.765, 1.597], [1.293, 0.770, 0.755], [2.875, 0.949, 2.101], [1.243, 1.383, 2.705], [0.525, -0.996, 2.664], [2.070, -0.930, 3.471], [2.071, -2.544, 2.157], [0.502, 1.312, 0.802], [-3.263, -0.283, 4.217], [-2.825, 0.823, 3.408], [-2.485, 0.335, 2.104], [-2.155, 1.468, 1.089], [-1.021, 2.298, 1.568], [-0.938, 3.620, 1.006], [-0.060, 4.440, 2.001], [-0.613, 4.467, 3.328], [0.195, 4.959, 4.397], [-4.010, -0.918, 3.741], [-3.741, 0.084, 5.126], [-2.418, -0.916, 4.488], [-3.291, -0.308, 1.749], [-1.666, -0.378, 2.202], [-3.049, 2.073, 0.938], [-1.857, 0.987, 0.157], [-1.145, 2.418, 2.564], [-1.911, 4.112, 1.033], [-0.692, 3.694, -0.054], [0.121, 5.458, 1.657], [0.939, 4.003, 2.032], [0.316, 6.041, 4.350], [1.181, 4.496, 4.442], [-0.284, 4.711, 5.344]],
  "lumo_ev": [0.256, 0.185],
  "multiplicity": 4,
  "homo_ev": [-9.256, -9.258],
  "homo_lumo_gap_ev": [9.51, 9.44],
  "total_charge": 0
}



[2]
{
  "formula": "C14H48ClO14",
  "method": "the ωB97M-V functional and the def2-TZVPD basis",
  "species": ["Cl", "O", "O", "O", "O", "C", "C", "C", "O", "H", "H", "H", "H", "H", "H", "H", "H", "C", "C", "C", "O", "H", "H", "H", "H", "H", "H", "H", "H", "C", "O", "H", "H", "H", "H", "C", "O", "H", "H", "H", "H", "C", "O", "H", "H", "H", "H", "C", "O", "H", "H", "H", "H", "C", "O", "H", "H", "H", "H", "C", "O", "H", "H", "H", "H", "C", "O", "H", "H", "H", "H", "C", "O", "H", "H", "H", "H"],
  "xyz": [[10.592, 17.196, 1.974], [10.881, 15.806, 1.642], [10.604, 17.369, 3.412], [11.587, 18.060, 1.383], [9.261, 17.569, 1.533], [2.654, 18.109, -2.521], [2.546, 19.598, -2.683], [2.437, 20.148, -4.142], [1.411, 20.013, -1.978], [2.006, 17.554, -3.200], [2.481, 17.777, -1.498], [3.661, 17.765, -2.760], [3.371, 20.153, -2.236], [1.597, 19.717, -4.687], [3.292, 19.858, -4.752], [2.306, 21.230, -4.123], [0.692, 19.478, -2.322], [12.594, 7.775, 3.503], [13.437, 6.592, 3.377], [13.899, 6.034, 4.664], [12.811, 5.633, 2.585], [12.326, 8.245, 2.556], [12.962, 8.533, 4.195], [11.605, 7.501, 3.871], [14.305, 6.849, 2.769], [14.796, 5.420, 4.580], [13.204, 5.352, 5.155], [14.241, 6.817, 5.340], [11.952, 5.533, 3.001], [16.980, 12.870, 2.136], [18.291, 13.305, 2.357], [16.494, 13.452, 1.353], [17.050, 11.809, 1.895], [16.469, 12.970, 3.094], [18.702, 12.647, 2.923], [9.638, 18.845, -4.692], [10.979, 19.190, -4.349], [9.344, 17.821, -4.462], [8.951, 19.588, -4.287], [9.586, 18.886, -5.780], [10.961, 19.003, -3.407], [5.407, 12.885, 4.416], [4.837, 14.066, 3.935], [6.259, 12.668, 3.771], [5.701, 12.985, 5.460], [4.746, 12.025, 4.308], [5.519, 14.561, 3.476], [4.679, 20.977, 4.996], [5.237, 19.995, 5.833], [5.217, 21.912, 5.155], [4.779, 20.680, 3.952], [3.623, 21.075, 5.246], [6.002, 19.715, 5.327], [12.618, 13.254, 8.878], [11.538, 13.205, 7.941], [13.567, 13.060, 8.377], [12.665, 14.261, 9.294], [12.491, 12.489, 9.643], [11.650, 13.890, 7.278], [11.979, 11.375, -3.953], [11.522, 10.109, -4.366], [12.401, 11.289, -2.951], [12.797, 11.776, -4.552], [11.170, 12.105, -3.997], [10.565, 10.103, -4.286], [10.827, 23.739, 5.309], [10.312, 25.052, 5.236], [10.011, 23.019, 5.234], [11.408, 23.503, 4.417], [11.438, 23.583, 6.198], [9.828, 25.126, 4.411], [18.677, 19.159, 0.531], [19.587, 18.585, 1.446], [18.539, 20.236, 0.635], [18.964, 18.947, -0.498], [17.667, 18.750, 0.574], [19.447, 17.635, 1.472]],
  "lumo_ev": 1.987,
  "homo_ev": -5.998,
  "homo_lumo_gap_ev": 7.98,
  "total_charge": -1
}



[3]
{
  "formula": "C14H48N8O10",
  "method": "the ωB97M-V functional and the def2-TZVPD basis",
  "species": ["C", "C", "O", "H", "H", "H", "H", "H", "H", "C", "C", "O", "H", "H", "H", "H", "H", "H", "C", "C", "O", "H", "H", "H", "H", "H", "H", "C", "C", "O", "H", "H", "H", "H", "H", "H", "C", "O", "N", "N", "H", "H", "H", "H", "C", "O", "N", "N", "H", "H", "H", "H", "C", "O", "N", "N", "H", "H", "H", "H", "C", "O", "N", "N", "H", "H", "H", "H", "C", "O", "H", "H", "H", "H", "C", "O", "H", "H", "H", "H"],
  "xyz": [[-28.291, 4.974, 3.085], [-28.536, 4.166, 4.377], [-27.982, 4.789, 5.483], [-27.253, 5.190, 2.815], [-28.770, 5.971, 3.220], [-28.765, 4.352, 2.289], [-28.167, 3.139, 4.237], [-29.636, 4.074, 4.613], [-27.330, 5.383, 5.137], [-32.158, -1.448, -2.344], [-32.315, -0.634, -1.118], [-31.031, -0.388, -0.508], [-31.794, -0.776, -3.186], [-33.167, -1.779, -2.671], [-31.602, -2.357, -2.244], [-32.945, -1.157, -0.446], [-32.777, 0.371, -1.349], [-30.864, -1.066, 0.186], [-31.927, 7.317, 0.817], [-30.465, 7.387, 0.430], [-29.880, 6.124, 0.701], [-32.512, 6.555, 0.289], [-32.497, 8.259, 0.763], [-32.061, 6.931, 1.801], [-29.904, 8.135, 1.065], [-30.334, 7.646, -0.637], [-28.952, 6.165, 0.491], [-31.529, 6.436, 4.609], [-31.292, 6.206, 6.042], [-30.635, 7.352, 6.455], [-32.221, 5.690, 4.252], [-30.643, 6.178, 4.019], [-31.914, 7.463, 4.504], [-30.646, 5.342, 6.359], [-32.218, 5.980, 6.556], [-30.307, 7.392, 7.386], [-29.419, 1.297, 2.365], [-28.137, 1.769, 2.266], [-30.449, 1.782, 1.727], [-29.792, 0.359, 3.192], [-30.367, 2.637, 1.163], [-31.318, 1.261, 1.558], [-29.077, -0.209, 3.669], [-30.804, 0.065, 3.188], [-31.834, 2.471, 4.992], [-32.658, 3.035, 5.934], [-32.043, 2.668, 3.755], [-30.837, 1.646, 5.296], [-32.663, 3.480, 3.611], [-31.415, 2.475, 2.997], [-30.572, 1.628, 6.286], [-30.274, 1.093, 4.632], [-32.482, 3.683, 0.656], [-33.001, 4.259, 1.788], [-31.318, 4.018, 0.118], [-33.038, 2.672, -0.024], [-30.934, 4.936, 0.361], [-30.917, 3.662, -0.778], [-33.856, 2.195, 0.263], [-32.620, 2.331, -0.916], [-30.536, 2.340, -2.913], [-31.863, 2.767, -2.621], [-29.748, 3.026, -3.673], [-30.005, 1.307, -2.360], [-30.262, 3.636, -4.294], [-28.819, 2.734, -3.929], [-30.519, 0.685, -1.722], [-29.094, 0.884, -2.612], [-27.973, 3.488, -0.574], [-28.349, 4.219, -1.633], [-27.295, 4.019, 0.076], [-27.568, 2.532, -0.903], [-28.914, 3.392, -0.008], [-28.797, 3.628, -2.254], [-32.028, 6.064, -2.584], [-30.599, 6.008, -2.660], [-32.361, 6.844, -1.944], [-32.477, 5.110, -2.328], [-32.429, 6.239, -3.636], [-30.475, 5.166, -2.983]],
  "lumo_ev": -0.480,
  "homo_ev": -8.222,
  "homo_lumo_gap_ev": 7.74,
  "relative_energy_kcal_mol": 119.57,
  "smiles": "NC(N)=O.NC(N)=O.NC(N)=O.NC(N)=O.CCO.CCO.CCO.CCO.CO.CO",
  "total_charge": 0
}